Record 1
Here is a cluster of 2 separate species, C7H16N2O in total in a non-equilibrium geometry from OMol25. Energies are from the ωB97M-V functional and the def2-TZVPD basis.

Results
Total energy ... -12542.092 eV
Net charge ... 0
Relative energy (zero: lowest compared OMol25 entry of this formula, charge and spin) ... 119.5 kcal per mole
HOMO energy ... -7.88 eV

CARTESIAN COORDINATES (ANGSTROEM)
C -0.7257 -0.9473 1.5071
C -0.0814 -2.0990 -0.5062
C 2.1272 -0.2597 -0.9679
N -0.1185 -0.7799 0.1724
C 1.2992 -0.1024 0.2826
N 1.8656 0.0227 1.4181
H 1.3882 0.5398 2.1452
H -0.6714 -0.0046 2.0417
H -1.7617 -1.2665 1.4046
H 0.1536 -1.9576 -1.5554
H 0.6705 -2.7316 -0.0333
H -1.0487 -2.5918 -0.4080
H -0.1920 -1.7138 2.0672
H 2.9003 0.5043 -0.9353
H 2.5558 -1.2632 -1.0068
H 1.5643 -0.1192 -1.8857
C -2.2126 1.0165 -0.2739
C 0.3381 2.0628 -0.0930
C -0.8851 0.5545 -0.8297
O -0.7284 0.3874 -2.0178
H -2.1649 1.2026 0.7945
H -2.9710 0.2730 -0.5316
H -2.5002 1.9383 -0.7727
H 0.0316 2.2402 0.9387
H 1.3828 2.3264 -0.2388
H -0.2156 2.7682 -0.7162

Cartesian forces, eV/Å:
C 0.2 0.1 -0.3
C 0.2 0.5 0.0
C -0.3 0.2 -0.1
N 0.0 1.1 0.1
C -0.1 -2.5 1.0
N 0.2 1.7 -1.4
H -0.5 -1.0 0.4
H -0.1 0.0 0.1
H 0.0 0.1 -0.1
H -0.1 0.0 -0.1
H 0.1 0.0 0.0
H 0.0 0.2 0.0
H 0.1 0.1 0.1
H 0.2 -0.2 0.1
H 0.2 0.1 0.1
H -0.3 0.1 0.1
C 0.1 -0.5 0.5
C -1.7 -0.4 -0.5
C 1.5 1.9 -0.4
O 0.0 -0.7 0.3
H -0.2 -0.1 0.0
H 0.0 0.0 0.2
H 0.3 0.0 -0.1
H 0.2 0.0 0.1
H 0.2 -0.6 0.0
H -0.1 0.0 0.0

Record 2
Here is a structure of composition C18H21ClF3N2O10P2ReS3 from OMol25. Energies are from the ωB97M-V functional and the def2-TZVPD basis.

Results
Expectation value of S² ... 3.7688
Total energy ... -116352.272 eV
Net charge ... +1
Relative energy (zero: lowest compared OMol25 entry of this formula, charge and spin) ... 14.9 kcal per mole
2S+1 ... 4
HOMO energy (alpha / beta) ... -10.94 / -10.89 eV

CARTESIAN COORDINATES (ANGSTROEM)
Re -0.3415 -0.4542 -0.1093
C 3.9131 -1.6314 2.8423
C 2.6669 -1.7438 1.9592
O 2.3185 -3.0876 1.7150
P 1.2242 -1.0038 2.7619
O 0.9056 -1.8678 4.0154
O 1.7144 0.3874 3.3150
O -0.0065 -0.8365 1.8874
P 2.9244 -0.8991 0.3358
O 3.0764 0.6566 0.7937
O 4.1026 -1.4334 -0.3429
O 1.5707 -0.9549 -0.3991
H 3.7462 -2.1503 3.7857
H 4.1935 -0.5992 3.0467
H 4.7370 -2.1131 2.3158
H 2.9598 -3.4770 1.1035
H 0.0083 -1.8413 4.3770
H 2.2228 0.8909 2.6496
H 3.9505 1.0057 0.5636
C -0.7183 -1.8232 -3.5426
C -0.2877 -0.4207 -3.2964
N -0.2201 0.2113 -2.1383
C 0.2075 1.5285 -2.3015
C 0.4749 1.8690 -3.5797
S 0.1669 0.5498 -4.6101
C 0.2209 2.4012 -1.1350
C 0.2990 3.7516 -1.1088
S -0.0095 4.3100 0.4721
C -0.2127 2.7141 1.0338
N -0.0242 1.8150 0.0911
C -0.6868 2.4520 2.4196
H -1.7869 -1.9261 -3.3462
H -0.1717 -2.5128 -2.9060
H -0.5342 -2.0914 -4.5808
H 0.8087 2.8220 -3.9544
H 0.4524 4.4293 -1.9319
H -0.5275 3.3240 3.0512
H -0.1840 1.5998 2.8610
H -1.7586 2.2487 2.3756
F -5.6400 1.0747 -1.0112
C -4.7165 0.2799 -0.4943
F -5.1098 -0.1475 0.6986
F -4.5354 -0.7702 -1.2975
S -3.1385 1.2099 -0.3450
O -2.7395 1.5521 -1.6772
O -3.3491 2.2449 0.6157
O -2.2764 0.0946 0.2317
Cl 1.8002 -7.2497 1.6428
C 0.9432 -5.8498 1.0866
C -0.0020 -5.2536 1.9038
C -0.6725 -4.1285 1.4531
C -0.4158 -3.5819 0.1980
C -1.1925 -2.3886 -0.2706
C 0.5353 -4.2071 -0.6038
C 1.2114 -5.3374 -0.1731
H -0.2137 -5.6755 2.8768
H -1.4336 -3.6773 2.0810
H -2.1012 -2.2909 0.3296
H -1.5365 -2.5377 -1.2937
H 0.7687 -3.8135 -1.5860
H 1.9390 -5.8238 -0.8091

Cartesian forces, eV/Å:
Re 0.0 0.0 0.0
C 0.0 0.0 0.0
C 0.0 0.0 -0.1
O 0.0 0.0 0.0
P 0.0 0.0 0.0
O 0.0 0.0 0.1
O 0.0 0.0 0.0
O 0.0 0.0 0.0
P 0.0 0.0 0.0
O 0.0 0.0 0.0
O 0.0 0.0 0.0
O 0.0 0.1 0.0
H 0.0 0.0 0.0
H 0.0 0.0 0.0
H 0.0 0.0 0.0
H 0.0 0.0 0.0
H 0.0 0.0 -0.1
H 0.0 0.0 0.0
H -0.1 0.0 0.0
C 0.0 0.0 0.0
C 0.0 0.0 0.0
N 0.0 0.0 0.0
C 0.0 0.0 0.0
C 0.0 0.0 0.0
S 0.0 0.0 0.0
C 0.1 0.0 0.0
C 0.0 0.0 0.0
S 0.1 0.0 0.0
C 0.0 0.0 0.0
N 0.0 0.0 0.0
C 0.0 0.0 0.0
H 0.0 0.0 0.0
H 0.0 0.0 0.0
H 0.0 0.0 0.0
H 0.0 0.0 0.0
H 0.0 0.0 0.0
H 0.0 0.0 0.0
H 0.0 0.0 0.0
H 0.0 0.0 0.0
F 0.0 0.0 0.0
C 0.0 0.0 0.0
F 0.0 0.0 0.0
F 0.0 0.0 0.0
S 0.0 0.0 0.0
O 0.0 0.0 0.0
O 0.0 0.0 0.0
O 0.1 0.0 0.0
Cl 0.0 0.0 0.0
C 0.0 0.0 0.0
C 0.0 0.0 0.0
C 0.0 0.0 0.0
C 0.0 0.0 0.0
C 0.0 0.0 0.0
C 0.0 0.0 0.0
C 0.0 0.0 0.0
H 0.0 0.0 0.0
H 0.0 0.0 0.0
H 0.0 0.0 0.0
H 0.0 0.0 0.0
H 0.0 0.0 0.0
H 0.0 0.0 0.0

Record 3
Here is a structure of composition C3H3NO2P in a non-equilibrium geometry from OMol25. Energies are from the ωB97M-V functional and the def2-TZVPD basis.

Results
Total energy ... -18033.081 eV
Net charge ... -1
Relative energy (zero: lowest compared OMol25 entry of this formula, charge and spin) ... 11.5 kcal per mole
HOMO energy ... -3.29 eV

CARTESIAN COORDINATES (ANGSTROEM)
C -0.0023 -0.9300 -0.3068
C 0.6126 -0.6550 0.9908
C -0.1526 -0.0352 -1.3218
N -0.5875 1.1453 -1.0568
O -0.6003 2.7359 0.8376
O 0.6270 0.4017 1.6743
P -0.8909 1.3490 0.5205
H -0.2214 -2.0470 -0.6849
H 1.1470 -1.5489 1.5791
H 0.0683 -0.4158 -2.2321

Cartesian forces, eV/Å:
C 1.6 -5.1 2.8
C 0.1 -3.1 0.3
C -1.6 2.2 2.4
N 1.7 0.9 -3.1
O 0.6 2.8 0.9
O 0.3 0.1 -1.6
P -3.0 -0.5 2.0
H 1.3 2.1 1.4
H -1.1 1.3 -1.5
H 0.2 -0.6 -3.5